A cluster of 5 separate species, C13H16Cl6N2 in total, computed with ωB97M-V/def2-TZVPD.

```
37
Properties=species:S:1:pos:R:3:forces:R:3
C 3.0411 -0.2097 -0.5852 -0.59 1.03 0.08
C 3.1060 -1.5731 -0.8334 1.37 0.12 -0.42
C 2.8109 -2.4432 0.2048 -1.05 1.51 0.59
N 2.2919 -1.9941 1.3731 0.19 -1.00 -0.91
C 2.0973 -0.6921 1.5181 0.23 -0.31 1.87
C 2.4860 0.2487 0.6075 0.91 1.04 -0.69
H 3.3820 0.5758 -1.2697 0.02 -0.71 -0.09
H 3.6224 -1.9150 -1.7423 -0.57 -0.03 0.40
H 2.9466 -3.4926 0.0958 0.11 -0.70 0.06
H 1.7842 -0.3980 2.5328 -0.21 -0.02 -0.66
H 2.5514 1.3259 0.8674 -0.48 -0.88 -0.24
C -1.7152 3.9606 2.6511 -0.41 0.91 -0.50
C -1.2613 3.7218 1.3586 0.57 -0.23 -0.15
C -0.7450 2.4581 1.0924 -0.73 -0.28 -0.20
N -0.7069 1.4469 1.9767 0.71 0.44 -0.72
C -1.0845 1.7381 3.1988 -0.97 -0.26 0.95
C -1.7001 2.9343 3.5637 1.51 0.30 1.08
H -2.0418 4.9704 2.9158 -0.03 -0.41 0.04
H -1.1922 4.4952 0.5829 -0.22 -0.31 0.46
H -0.4142 2.2170 0.0923 0.17 -0.03 -0.12
H -0.9519 0.9766 3.9732 -0.03 0.03 -0.34
H -1.7975 3.1413 4.6377 -0.59 -0.18 -0.54
Cl 2.3776 -6.5114 -3.7840 -0.32 0.20 0.01
C 1.6898 -4.9003 -4.1111 0.20 -0.13 -0.09
Cl 1.3888 -3.9678 -2.6424 0.00 -0.13 0.10
H 2.4474 -4.3823 -4.6822 -0.10 0.17 -0.11
H 0.7501 -4.9814 -4.6543 0.21 -0.18 0.08
Cl -4.8197 1.6688 2.0010 -0.71 -0.06 1.91
C -4.4028 1.4014 0.3776 1.29 0.47 -0.95
Cl -5.7143 1.6615 -0.7366 -0.55 0.03 -0.50
H -3.6325 2.1427 0.1992 0.08 -0.04 -0.51
H -3.9837 0.4238 0.2201 -0.06 -0.40 0.08
Cl 0.3788 -0.5556 -3.6037 0.12 -0.14 0.35
C -0.4810 -0.9378 -2.0790 0.22 0.69 -0.66
Cl -1.8376 0.1703 -1.9129 -0.38 0.07 0.19
H -0.8397 -1.9398 -2.1705 -0.20 -0.48 0.10
H 0.1698 -0.7849 -1.2333 0.29 -0.09 0.07
```
Positions in Å, forces in eV/Å.

Output
E in eV: -91854.460
Orbital gap in Eh: 0.375
ΔE to the lowest compared entry with this formula, charge and spin in kcal per mole: 8.3
Multiplicity: 1
E_HOMO in eV: -9.69

A cluster of 3 separate species, C13H16F8O7P in total, computed with ωB97M-V/def2-TZVPD.

```
45
Properties=species:S:1:pos:R:3:forces:R:3
O -2.2178 -1.5926 0.2700 2.97 -0.43 0.91
C -1.0968 -1.7090 0.7056 -3.46 0.69 -0.94
F -0.1656 -2.4654 0.1304 0.09 0.04 0.05
C -0.6626 -0.9592 1.9704 0.55 -1.41 -0.78
P 0.8148 -1.7493 2.7172 -0.66 0.04 0.22
C 2.1962 -0.5891 3.2562 -0.14 0.22 -0.64
F 3.3322 -1.2101 2.9767 0.73 -0.63 -0.25
F 2.1218 -0.4079 4.5553 -0.41 0.15 0.95
C 2.2234 0.7867 2.5541 0.87 -0.20 -0.04
F 3.2212 1.4633 3.0990 0.62 0.29 0.37
F 1.1049 1.4441 2.7968 -1.19 0.15 -0.01
C 2.5141 0.7191 1.0371 -0.17 1.18 0.44
F 1.6905 -0.1536 0.4550 -0.41 -0.75 -0.30
F 3.7532 0.3881 0.8250 0.65 -0.49 -0.27
F 2.2861 1.9180 0.5328 -0.21 0.13 -0.18
H -1.4897 -1.0700 2.6548 -0.23 0.33 0.36
H -0.4968 0.0632 1.6629 0.08 0.33 0.27
H 0.3928 -2.3974 3.8854 0.15 0.07 -0.02
H 1.3812 -2.7382 1.9067 0.02 0.22 -0.04
C 4.7253 3.1195 -1.0399 0.28 -0.24 -0.10
C 4.9729 4.0877 -2.1730 -0.10 -0.17 0.28
C 3.8052 4.9939 -2.4930 -0.02 0.21 -0.05
O 3.9712 5.2251 -3.8937 -0.03 -0.10 0.12
C 4.6326 4.1578 -4.4131 0.01 0.01 0.05
O 4.7451 3.9268 -5.5664 0.03 -0.03 -0.14
O 5.1413 3.3866 -3.4133 -0.02 0.13 0.01
H 5.6482 2.6070 -0.7665 -0.01 0.03 0.03
H 4.3455 3.6377 -0.1589 0.02 0.08 -0.02
H 4.0108 2.3570 -1.3460 -0.12 0.09 -0.08
H 5.8788 4.6704 -1.9878 -0.02 0.05 -0.04
H 3.8309 5.9335 -1.9462 0.02 0.07 -0.15
H 2.8383 4.5082 -2.3313 0.04 -0.07 0.05
C -6.4077 -4.0746 -1.9395 -0.13 -0.29 0.13
C -6.6135 -3.2540 -0.6886 0.10 -0.15 -0.31
C -5.5242 -2.2445 -0.4112 0.04 0.23 -0.05
O -5.5288 -2.1609 1.0188 0.07 -0.02 -0.08
C -5.9935 -3.3461 1.4933 -0.05 -0.09 -0.19
O -5.9116 -3.6909 2.6245 0.04 -0.02 0.19
O -6.5364 -4.0774 0.4927 -0.02 0.18 0.10
H -7.2918 -4.6718 -2.1578 -0.01 0.03 -0.02
H -6.2089 -3.4309 -2.7965 -0.02 0.05 0.02
H -5.5747 -4.7660 -1.8101 0.10 0.11 0.01
H -7.5958 -2.7758 -0.7043 0.01 0.03 0.10
H -5.7242 -1.2699 -0.8502 -0.01 0.05 0.15
H -4.5384 -2.5891 -0.7331 -0.05 -0.08 -0.07
```
Positions in Å, forces in eV/Å.

Output
E in eV: -59093.777
Total charge: +1
Orbital gap in Eh: 0.303
Multiplicity: 1
E_HOMO in eV: -12.65

A structure of composition C13H16IN3STc, computed with ωB97M-V/def2-TZVPD.

```
35
Properties=species:S:1:pos:R:3:forces:R:3
C 0.8311 3.3048 -1.2149 1.26 3.04 -2.78
C -0.8991 3.3180 -0.6835 0.25 2.98 -1.29
H 1.4358 3.9315 -0.5589 0.17 -0.68 0.09
H 0.5385 4.0204 -2.0056 -0.22 -0.25 0.26
H 1.4004 2.5887 -1.8567 0.25 0.88 0.16
H -1.5300 2.7490 0.0511 0.24 -1.32 0.39
H -0.7940 4.2953 -0.1618 -0.10 -0.70 -0.20
H -1.4799 3.5171 -1.6065 0.27 -0.48 0.67
Tc 0.1416 1.5541 -0.4534 -1.69 -5.11 1.78
C -1.1238 0.8522 -1.9794 -0.59 -0.36 -0.69
H -2.1926 1.1303 -1.8604 0.59 -0.09 0.13
H -1.1028 -0.2515 -2.0578 0.07 0.41 0.10
H -0.8230 1.2372 -2.9758 0.04 -0.04 0.45
I 1.0869 2.1802 1.8939 0.18 0.01 0.81
N 0.6039 -2.7265 0.7489 0.43 0.46 -0.74
C -0.4308 -2.4508 1.6461 0.32 -1.43 0.77
C -0.9669 -3.1782 2.7028 0.77 -0.28 -0.99
C -1.9189 -2.5400 3.5182 0.14 -0.25 -0.12
C -2.2940 -1.2147 3.2615 0.04 1.67 -1.04
C -1.7432 -0.4951 2.1960 -1.46 0.36 1.50
C -0.8004 -1.1190 1.3904 2.05 0.40 -1.65
N 0.0171 -0.6066 0.3944 -1.63 0.78 1.05
C 0.8472 -1.5846 0.0195 -0.14 -1.95 0.89
C 1.8196 -1.3841 -1.0224 0.40 0.04 -0.37
C 2.6792 -2.2624 -1.6863 -0.52 1.16 0.13
S 3.5077 -1.4240 -2.9587 -1.14 0.27 1.25
C 2.6621 0.0464 -2.5144 -0.46 -0.89 0.99
N 1.8434 -0.0792 -1.4793 0.46 0.88 -1.44
H 1.1155 -3.6019 0.6503 -0.27 0.35 0.14
H -0.6497 -4.2046 2.8884 -0.11 0.29 0.05
H -2.3702 -3.0630 4.3638 0.21 0.06 -0.30
H -3.0282 -0.7340 3.9040 0.18 -0.08 -0.15
H -1.9848 0.5367 1.9696 -0.23 -0.06 0.29
H 2.8057 -3.3141 -1.4568 0.16 0.14 -0.27
H 2.7965 0.9723 -3.0664 0.09 -0.18 0.13
```
Positions in Å, forces in eV/Å.

Output
E in eV: -39325.133
Total charge: +2
Expectation value of S²: 4.067
Orbital gap (alpha / beta) in Eh: 0.242 / 0.141
Multiplicity: 4
E_HOMO (alpha / beta) in eV: -14.60 / -14.64

An isolated molecule of C13H16N6, computed with ωB97M-V/def2-TZVPD.

```
35
Properties=species:S:1:pos:R:3:forces:R:3
C -0.5840 2.1119 4.9971 -0.60 0.12 -0.13
N -0.0406 2.7259 3.7910 0.24 0.75 2.94
C -0.0473 2.1425 2.6105 -0.26 0.05 1.26
N 0.8116 2.6097 1.7746 2.63 2.51 -1.12
C 0.6149 1.9469 0.6699 0.49 -1.03 -2.33
C 1.3827 2.1558 -0.4871 0.23 0.00 -0.74
C 2.4650 3.2081 -0.3861 1.05 -1.01 -1.61
C 1.2685 1.4971 -1.7357 -0.67 0.10 0.82
C 0.3729 0.5010 -2.0988 -0.43 -0.56 0.51
C -0.6071 -0.1486 -1.2923 1.91 1.28 -0.85
N -1.4092 -1.1645 -1.7574 -0.57 -1.59 -1.24
C -2.1654 -1.6023 -0.7020 -1.27 -0.31 0.56
N -3.1103 -2.6112 -0.7083 0.26 -0.11 0.84
C -3.7864 -2.9268 0.5693 -0.03 0.03 -0.02
C -3.5993 -3.2850 -1.8996 0.75 -0.48 -0.02
N -1.9625 -0.8921 0.3726 0.69 0.50 0.48
C -0.9524 0.0155 0.0564 -0.58 -0.02 0.46
C -0.4206 0.9795 0.9524 -1.16 -1.14 -0.50
N -0.8210 1.1517 2.2242 -1.05 -1.47 -0.76
H 0.0585 2.3075 5.8471 0.15 0.17 0.08
H -1.5896 2.4910 5.2255 0.23 0.03 -0.02
H -0.6872 1.0315 4.9094 0.15 -0.03 -0.29
H 0.7643 3.3582 3.8971 -0.86 -0.58 -0.04
H 2.9677 3.3634 -1.3907 -0.49 -0.38 1.09
H 2.0793 4.1549 -0.1274 -0.49 1.03 0.71
H 3.2301 2.8911 0.3335 -0.20 0.27 -0.04
H 1.9346 1.8533 -2.5267 -0.17 -0.21 0.31
H 0.4857 0.1398 -3.1181 -0.22 -0.03 0.04
H -1.3014 -1.6770 -2.6437 -0.01 0.70 0.83
H -4.1199 -3.9690 0.5412 0.23 0.08 -0.11
H -3.1471 -2.7909 1.4561 -0.05 0.08 -0.67
H -4.6919 -2.3277 0.7210 0.18 0.17 -0.08
H -4.0787 -2.5780 -2.5572 -0.45 0.25 -0.38
H -2.7158 -3.6878 -2.4589 -0.86 -0.17 0.31
H -4.3478 -4.0965 -1.6348 1.22 0.99 -0.29
```
Positions in Å, forces in eV/Å.

Output
E in eV: -22681.032
Orbital gap in Eh: 0.266
ΔE to the lowest compared entry with this formula, charge and spin in kcal per mole: 4.4
Multiplicity: 1
E_HOMO in eV: -7.10

An isolated molecule of C13H16O3, computed with ωB97M-V/def2-TZVPD.

```
32
Properties=species:S:1:pos:R:3:forces:R:3
C -2.1559 -1.7090 -4.7150 0.21 0.00 0.12
C -1.2680 -1.2619 -3.5612 -0.30 0.05 -0.10
C -1.9991 -0.2866 -2.6297 0.29 -0.18 -0.07
C -1.1032 0.1343 -1.5034 -0.12 0.08 0.09
C -0.2727 1.2422 -1.6340 -0.03 -0.03 0.02
C 0.5773 1.6091 -0.6110 0.11 -0.05 0.16
C 0.6425 0.8543 0.5597 -0.30 0.14 -0.40
C 1.5668 1.2900 1.6299 0.08 -0.27 0.11
O 1.7624 2.4603 1.8716 0.06 -0.01 -0.01
C 2.3180 0.1979 2.3793 -0.04 0.20 0.42
C 2.3990 0.5285 3.8669 -0.04 -0.01 -0.18
C 1.0760 0.2837 4.5475 0.02 -0.06 0.01
O 0.1395 -0.3014 4.0726 -0.17 -0.09 -0.18
O 1.0567 0.7864 5.7865 0.17 0.29 0.50
C -0.1952 -0.2499 0.7003 0.16 0.09 0.04
C -1.0594 -0.5953 -0.3206 -0.03 0.04 -0.10
H -1.6197 -2.3971 -5.3643 -0.03 -0.07 -0.11
H -2.4722 -0.8535 -5.3080 -0.07 0.06 -0.10
H -3.0447 -2.2125 -4.3406 -0.12 -0.06 -0.01
H -0.3716 -0.7764 -3.9535 0.07 -0.03 0.06
H -0.9470 -2.1326 -2.9851 0.09 0.03 0.03
H -2.3121 0.5875 -3.2045 -0.08 0.01 0.01
H -2.8923 -0.7744 -2.2340 -0.06 0.05 -0.02
H -0.3040 1.8273 -2.5421 -0.01 0.06 -0.11
H 1.2120 2.4778 -0.7052 0.04 0.09 0.00
H 1.8551 -0.7747 2.2267 0.08 0.03 -0.04
H 3.3255 0.1719 1.9560 -0.03 -0.02 -0.04
H 2.6662 1.5782 4.0053 0.05 -0.09 0.04
H 3.1518 -0.0809 4.3712 -0.02 0.05 0.04
H 0.1983 0.6228 6.2081 0.05 -0.12 -0.29
H -0.2132 -0.8021 1.6274 0.06 -0.08 0.09
H -1.7172 -1.4438 -0.1967 -0.09 -0.08 0.02
```
Positions in Å, forces in eV/Å.

Output
E in eV: -19884.059
Orbital gap in Eh: 0.358
ΔE to the lowest compared entry with this formula, charge and spin in kcal per mole: 0.0
Multiplicity: 1
E_HOMO in eV: -9.14

A structure of composition C13H17BaBrN2, computed with ωB97M-V/def2-TZVPD.

```
34
Properties=species:S:1:pos:R:3:forces:R:3
C -0.2185 4.1103 2.3891 -0.36 -0.03 0.16
C 0.9045 3.5669 3.2605 0.21 0.26 0.43
H 0.1602 4.7422 1.5721 -0.16 -0.21 -0.01
H -0.8610 4.7465 3.0011 0.08 0.09 -0.12
H -0.9259 3.3499 2.0020 0.27 0.51 0.25
H 1.5565 2.8116 2.8042 -0.17 -0.02 0.10
H 1.5590 4.3891 3.5575 0.02 -0.01 -0.01
H 0.5064 3.1371 4.1852 0.11 -0.14 -0.28
C -0.9256 0.6455 -2.9406 0.56 -0.52 -0.56
C -1.0813 0.2312 -4.2756 0.23 -0.10 0.57
C -0.2490 -0.7626 -4.7926 -0.18 0.25 0.24
C 0.6658 -1.3857 -3.9557 -0.17 0.45 0.57
H -1.6277 1.3697 -2.4789 0.74 -0.40 -0.25
H -1.8596 0.6607 -4.8805 -0.14 0.12 -0.12
H -0.3414 -1.0746 -5.8318 -0.04 0.04 0.24
H 1.2324 -2.2352 -4.3253 -0.06 0.27 0.13
N 0.0613 0.1379 -2.1725 -0.63 -0.17 -0.34
C 0.7907 -0.9133 -2.6290 -1.19 0.97 -0.99
C 1.6132 -1.5993 -1.6373 0.88 -0.41 1.13
N 1.5601 -1.1101 -0.3656 0.10 -0.86 -0.02
C 2.1700 -1.8027 0.6144 0.50 -0.32 -0.41
C 3.1072 -3.3488 -0.9896 0.20 0.08 0.08
C 3.0058 -2.8999 0.3320 -0.26 0.28 -0.44
H 2.0259 -1.5003 1.6710 0.01 0.23 -0.98
H 3.5863 -3.3460 1.1372 -0.23 -0.05 -0.21
C 2.3642 -2.7340 -1.9970 -0.01 0.51 0.90
H 2.4034 -3.0996 -3.0216 0.01 0.11 0.40
H 3.7900 -4.1564 -1.2683 -0.30 0.15 0.28
Ba 0.4309 1.8101 0.5173 0.77 -1.78 0.02
C 0.6801 0.1477 2.9407 0.15 0.61 -0.93
H 1.6667 0.2689 3.4381 -0.57 -0.12 0.04
H 0.4125 -0.9186 2.8494 0.04 0.34 0.18
H -0.1172 0.6803 3.4856 0.28 -0.25 0.24
Br -2.3804 2.2797 0.1079 -0.71 0.09 -0.27
```
Positions in Å, forces in eV/Å.

Output
E in eV: -87473.466
Orbital gap in Eh: 0.212
ΔE to the lowest compared entry with this formula, charge and spin in kcal per mole: 3.3
Multiplicity: 1
E_HOMO in eV: -6.18

The max |F| results, record by record, are as follows: 2.04 3.65 5.67 3.80 0.61 1.94 eV/A.